1.
{
  "formula": "C6H7F2I3",
  "method": "ωB97M-V/def2-TZVPD",
  "total_charge": 0,
  "homo_lumo_gap_ev": [6.1, 5.5],
  "s2": 2.0095,
  "multiplicity": 3,
  "homo_ev": [-6.2, -9.2],
  "symbols": ["I", "I", "I", "F", "F", "C", "C", "C", "C", "C", "C", "H", "H", "H", "H", "H", "H", "H"],
  "positions_angstrom": [[1.9815, 3.0755, 0.2083], [-1.2805, 3.1444, 2.2876], [-0.4086, 0.0168, 3.4944], [2.4149, 0.9654, 2.0492], [1.6688, 2.6131, 3.0760], [-0.0026, 1.4340, 1.8450], [1.4504, 1.9478, 1.9887], [-0.3053, 0.7592, 0.4658], [1.2271, -1.2801, 0.5314], [-1.2414, 1.4426, -0.5399], [0.3303, -0.2713, -0.0305], [0.0150, -0.5125, -1.0856], [-0.6796, 2.4402, -0.9707], [2.0287, -1.5765, -0.2950], [-2.2350, 1.7323, -0.1609], [1.8668, -1.0242, 1.4395], [0.5466, -2.1140, 0.5211], [-1.3334, 0.7608, -1.4613]]
}


2.
{
  "formula": "C6H7F2NO",
  "method": "ωB97M-V/def2-TZVPD",
  "total_charge": 0,
  "homo_lumo_gap_ev": 9.1,
  "relative_energy_kcal_mol": 57.7,
  "homo_ev": -8.5,
  "symbols": ["F", "F", "O", "N", "C", "C", "C", "C", "C", "C", "H", "H", "H", "H", "H", "H", "H"],
  "positions_angstrom": [[-2.9816, 0.7849, -0.5666], [-0.7890, 0.8537, 1.9827], [0.1421, -1.5859, -0.4545], [-1.4728, -1.1577, 1.7341], [0.5740, -0.6456, 0.5452], [1.2768, 0.6690, -0.0336], [-1.6644, 0.7595, -0.5674], [-0.7026, -0.2291, 1.1866], [-0.7911, 1.6108, -1.0727], [0.6373, 1.5426, -0.7757], [-1.1674, 2.3224, -1.8119], [-1.5644, -2.2051, 1.6248], [-0.5727, -1.1019, -0.8176], [-2.2551, -0.7425, 2.1877], [1.1769, 2.4304, -1.2613], [1.1980, -1.1912, 1.2724], [2.2602, 0.7947, 0.3123]]
}


3.
{
  "formula": "C6H7F3N",
  "method": "ωB97M-V/def2-TZVPD",
  "total_charge": 1,
  "homo_lumo_gap_ev": 8.5,
  "relative_energy_kcal_mol": 21.8,
  "homo_ev": -13.9,
  "symbols": ["F", "F", "F", "N", "C", "C", "C", "C", "C", "C", "H", "H", "H", "H", "H", "H", "H"],
  "positions_angstrom": [[-1.8650, 1.4320, -3.0861], [-0.3398, -0.1801, -2.9384], [-2.3130, -0.2568, -1.8938], [-0.1808, 1.5198, -0.1658], [-1.3134, 0.4865, -2.2959], [0.3131, 1.9525, 1.0259], [1.5678, -2.0087, 1.2399], [0.3542, -1.5551, 0.6150], [-0.7711, -1.2607, 0.3161], [-0.6678, 1.2554, -1.1768], [2.1052, -1.2536, 1.8112], [-0.4660, 2.0668, 1.8346], [-1.7116, -0.9716, -0.0796], [1.0103, 1.0771, 1.4167], [0.8993, 2.9409, 0.7755], [2.1743, -2.6898, 0.5385], [1.2042, -2.5544, 2.0629]]
}


4.
{
  "formula": "C6H7F3N2O",
  "method": "ωB97M-V/def2-TZVPD",
  "total_charge": 0,
  "homo_lumo_gap_ev": 9.8,
  "relative_energy_kcal_mol": 20.9,
  "smiles": "C=C(n1cccn1)C(F)(F)F.O",
  "homo_ev": -9.5,
  "symbols": ["F", "F", "F", "O", "N", "N", "C", "C", "C", "C", "C", "C", "H", "H", "H", "H", "H", "H", "H"],
  "positions_angstrom": [[0.2538, -1.8969, -2.7692], [0.3651, -2.4951, -0.6441], [1.8073, -1.2955, -1.5970], [-2.0193, -0.2645, 1.3508], [0.4531, 0.4333, -0.0421], [-0.1912, 1.5086, 0.4979], [1.4021, 0.7349, 1.9302], [0.3704, 1.6797, 1.6407], [1.2878, -0.1361, 0.8869], [-0.1763, -0.1973, -1.0822], [0.4650, -1.4765, -1.5176], [-1.1314, 0.3902, -1.7898], [1.8995, -0.9827, 0.5147], [0.1641, 2.5175, 2.2375], [-2.2873, 0.5685, 0.9059], [-1.6558, -0.2795, -2.5400], [-1.4383, -0.8035, 0.7326], [-1.5240, 1.3191, -1.5461], [1.9554, 0.6758, 2.8311]]
}


5.
{
  "formula": "C6H7FO",
  "method": "ωB97M-V/def2-TZVPD",
  "total_charge": 0,
  "homo_lumo_gap_ev": 9.8,
  "relative_energy_kcal_mol": 28.3,
  "smiles": "OCC1(F)C=CC=C1",
  "homo_ev": -9.2,
  "symbols": ["F", "O", "C", "C", "C", "C", "C", "C", "H", "H", "H", "H", "H", "H", "H"],
  "positions_angstrom": [[0.9391, -0.9161, 1.4998], [2.4057, 0.6398, -0.2943], [1.3394, -0.1513, -0.7155], [0.3034, -0.2901, 0.4027], [-0.3244, 0.9975, 0.7286], [-1.5846, 0.9851, 0.3260], [-0.8188, -1.1286, -0.1926], [-1.9188, -0.3721, -0.3171], [-2.8786, -0.6576, -0.7162], [1.6536, -1.1561, -1.0314], [-0.6421, -2.1927, -0.4012], [-2.2477, 1.8671, 0.4378], [0.9038, 0.4511, -1.5460], [2.7599, 0.1617, 0.4599], [0.1103, 1.7624, 1.3597]]
}


6.
{
  "formula": "C6H7GdNO6",
  "method": "ωB97M-V/def2-TZVPD",
  "total_charge": 3,
  "homo_lumo_gap_ev": [9.3, 5.6],
  "s2": 16.0258,
  "relative_energy_kcal_mol": 0.0,
  "multiplicity": 8,
  "homo_ev": [-22.4, -22.4],
  "symbols": ["Gd", "O", "O", "O", "O", "O", "O", "N", "C", "C", "C", "C", "C", "C", "H", "H", "H", "H", "H", "H", "H"],
  "positions_angstrom": [[0.1980, -0.1060, 0.9875], [0.0300, 3.5265, 0.0849], [-0.2263, -3.5426, -0.3886], [0.4657, -1.3605, 2.8985], [-0.4480, 0.6627, 2.9172], [3.6140, 0.0378, 0.0246], [-3.4693, -0.1490, -0.0914], [-0.9911, 0.8855, 5.1972], [0.0163, -2.4748, 0.0032], [-0.2239, -0.4813, 3.5202], [-0.5711, -0.5494, 4.9973], [2.5044, -0.0807, 0.3153], [-2.3299, -0.0261, -0.0204], [0.0103, 2.3827, 0.1275], [-1.5524, 1.0196, 6.0433], [-0.0484, 0.3698, -3.5688], [-1.4351, -1.2402, 5.0861], [-0.0767, -0.3620, -3.7059], [0.3490, -0.8587, 5.5283], [-0.1247, 1.4469, 5.2027], [-1.4014, 1.1282, 4.2378]]
}


7.
{
  "formula": "C6H7IrO6",
  "method": "ωB97M-V/def2-TZVPD",
  "total_charge": 1,
  "homo_lumo_gap_ev": [7.4, 7.1],
  "s2": 8.7633,
  "multiplicity": 6,
  "homo_ev": [-12.1, -15.0],
  "symbols": ["Ir", "O", "O", "O", "O", "O", "O", "C", "C", "C", "C", "C", "C", "H", "H", "H", "H", "H", "H", "H"],
  "positions_angstrom": [[0.8482, -0.6555, -1.0609], [-1.2234, -1.1137, -0.1939], [-0.1169, -2.3853, -1.5254], [-2.0163, -3.1713, -0.5342], [0.4936, 1.2974, -0.7903], [1.2551, 2.0580, 1.2260], [1.2930, -0.1897, 0.7297], [-1.6422, -0.2630, 0.7584], [0.6092, 0.9414, 0.6899], [-1.1782, -2.3517, -0.8274], [1.2078, 2.5094, -1.0193], [2.0796, 2.6274, 0.2241], [-0.8180, 0.8628, 1.2593], [0.4942, 3.3428, -1.0901], [-2.6070, -0.5865, 1.1455], [3.0182, 2.0611, 0.1219], [1.7834, 2.4349, -1.9487], [-1.3110, 1.8294, 1.0644], [2.3063, 3.6620, 0.5022], [-0.7304, 0.7845, 2.3521]]
}


8.
{
  "formula": "C6H7N",
  "method": "ωB97M-V/def2-TZVPD",
  "total_charge": 0,
  "homo_lumo_gap_ev": 7.8,
  "relative_energy_kcal_mol": 127.9,
  "homo_ev": -7.7,
  "symbols": ["N", "C", "C", "C", "C", "C", "C", "H", "H", "H", "H", "H", "H", "H"],
  "positions_angstrom": [[2.9845, -1.5261, -0.5815], [1.9981, -0.9416, -0.3695], [0.8159, -0.2361, -0.0902], [0.3631, 1.0452, -0.7606], [-0.3345, -0.8677, 0.5538], [-1.5162, -0.0287, 0.2095], [-1.1251, 1.0112, -0.5313], [-0.3932, -1.9524, 0.6423], [-1.7948, 1.7789, -0.9081], [0.4348, -0.3452, 1.4394], [0.7926, 1.9664, -0.3353], [-0.3071, -0.6981, 2.0270], [0.6044, 1.0563, -1.8325], [-2.5226, -0.2618, 0.5369]]
}


9.
{
  "formula": "C6H7N",
  "method": "ωB97M-V/def2-TZVPD",
  "total_charge": 0,
  "homo_lumo_gap_ev": 8.4,
  "relative_energy_kcal_mol": 131.9,
  "homo_ev": -7.8,
  "symbols": ["N", "C", "C", "C", "C", "C", "C", "H", "H", "H", "H", "H", "H", "H"],
  "positions_angstrom": [[-0.9312, 1.4933, 2.2959], [-0.3933, 1.1368, 1.2442], [-1.5480, 1.5436, 3.3197], [-0.0933, -0.5994, -0.5423], [0.0626, -0.9608, -1.9563], [1.2270, -1.2030, -1.0654], [0.0750, 0.7319, 0.0711], [0.6081, 1.5806, -0.4128], [-0.5149, -1.4149, 0.0407], [-1.5658, 2.5452, 3.9274], [0.1571, -0.1110, -2.6329], [2.0135, -0.5632, -1.1093], [1.3355, -2.3407, -0.7798], [-0.4322, -1.8384, -2.4004]]
}


10.
{
  "formula": "C6H7N",
  "method": "ωB97M-V/def2-TZVPD",
  "total_charge": 0,
  "homo_lumo_gap_ev": 9.1,
  "relative_energy_kcal_mol": 122.7,
  "smiles": "C[C@H]1N=CC2=C[C@H]21",
  "homo_ev": -8.8,
  "symbols": ["N", "C", "C", "C", "C", "C", "C", "H", "H", "H", "H", "H", "H", "H"],
  "positions_angstrom": [[0.0196, 1.3850, 0.4319], [-0.5915, -0.4147, 1.6171], [-0.7990, -1.3939, 0.7064], [0.8182, 0.3632, -0.2247], [-0.7661, 1.0208, 1.3732], [0.1878, 0.3185, -1.6499], [0.5361, -0.9478, 0.7404], [0.0934, 1.2987, -1.8689], [1.9270, 0.4151, -0.3811], [-1.4443, 1.5600, 1.9492], [-1.6010, -2.0136, 0.2716], [1.5265, -1.3313, 0.9776], [0.9629, -0.1582, -2.3957], [-0.8696, -0.1017, -1.5471]]
}


11.
{
  "formula": "C6H7N",
  "method": "ωB97M-V/def2-TZVPD",
  "total_charge": 0,
  "homo_lumo_gap_ev": [7.3, 8.0],
  "relative_energy_kcal_mol": 188.1,
  "homo_ev": [-7.8, -8.1],
  "symbols": ["N", "C", "C", "C", "C", "C", "C", "H", "H", "H", "H", "H", "H", "H"],
  "positions_angstrom": [[0.7484, 0.8138, 1.7465], [-1.3348, 0.4611, 0.0179], [-1.5217, -1.0091, -0.3615], [-0.5690, 0.8260, 1.3214], [-1.8461, 1.1112, 1.2670], [2.0937, 0.1586, -0.3470], [1.0717, 0.3675, 0.6166], [-2.2279, -1.0513, -1.2742], [-1.0731, 1.1016, -0.7868], [-1.9513, -1.5988, 0.4754], [2.0158, 0.7367, -1.3105], [3.1180, 0.5197, 0.0424], [2.0175, -0.9081, -0.7474], [-0.5411, -1.5291, -0.6598]]
}


12.
{
  "formula": "C6H7N",
  "method": "ωB97M-V/def2-TZVPD",
  "total_charge": 0,
  "homo_lumo_gap_ev": 10.5,
  "relative_energy_kcal_mol": 105.0,
  "homo_ev": -10.8,
  "symbols": ["N", "C", "C", "C", "C", "C", "C", "H", "H", "H", "H", "H", "H", "H"],
  "positions_angstrom": [[1.3340, 2.8155, -0.7284], [0.4789, 2.0791, -0.4564], [-2.0114, -1.1289, 0.6663], [-0.9110, -1.1317, 1.2190], [-0.5628, 1.1196, -0.0984], [0.0482, -0.2209, 0.3448], [0.8164, -0.9377, -0.7614], [0.1621, -1.1435, -1.6147], [1.6548, -0.3168, -1.0994], [1.2197, -1.8907, -0.4042], [-1.2200, 0.9613, -0.9620], [0.7498, -0.0048, 1.1662], [-0.5798, -1.7469, 2.0269], [-1.1787, 1.5464, 0.7017]]
}


The evaluated molecular weight for the records listed, in turn: 497.830 147.124 150.123 180.129 114.119 346.373 367.333 93.129 93.129 93.129 93.129 93.129 Da.
The evaluated electronic energy for the records listed, in turn: -1325.44061 -562.40897 -586.75045 -717.12229 -407.87357 -1503.51177 -788.05251 -287.38343 -287.37706 -287.39175 -287.28752 -287.41998 Eh.